Record 1
A molecular structure, C45H60BrNO6S3SiTeW in a non-equilibrium geometry. Source: the Open Molecules 2025 dataset; level of theory: the ωB97M-V functional and the def2-TZVPD basis.

Cartesian coordinates (Å):
1 W -0.720 -1.039 0.555
2 O -1.601 0.380 2.786
3 C -2.978 0.043 2.995
4 C -3.143 -1.418 2.699
5 C -3.929 -2.245 3.449
6 C -4.274 -3.517 2.982
7 C -3.915 -3.816 1.654
8 C -3.125 -2.972 0.946
9 N -2.555 -1.803 1.480
10 H -1.518 1.348 2.752
11 H -3.596 0.626 2.291
12 H -3.274 0.287 4.022
13 H -4.320 -1.878 4.386
14 H -4.884 -4.181 3.566
15 H -4.285 -4.712 1.184
16 H -2.920 -3.125 -0.116
17 Te -2.468 -0.085 -1.079
18 Br -0.427 -7.169 3.735
19 C -0.406 -5.529 2.757
20 C -0.586 -5.538 1.392
21 C -0.543 -4.339 0.698
22 C -0.319 -3.081 1.296
23 C -0.159 -3.158 2.701
24 C -0.190 -4.336 3.425
25 H -0.780 -6.466 0.876
26 H -0.673 -4.403 -0.377
27 H 0.006 -2.240 3.271
28 H -0.063 -4.324 4.499
29 O 0.620 -0.491 1.873
30 S 1.629 0.209 0.942
31 C 3.119 -0.909 0.956
32 C 2.835 -2.358 0.792
33 C 2.747 -3.178 1.915
34 C 2.612 -4.548 1.778
35 C 2.535 -5.119 0.519
36 C 2.598 -4.313 -0.604
37 C 2.758 -2.945 -0.468
38 C 2.308 1.317 2.412
39 C 2.610 0.578 3.642
40 C 1.582 0.087 4.448
41 C 1.854 -0.697 5.550
42 C 3.164 -1.001 5.884
43 C 4.196 -0.513 5.101
44 C 3.924 0.265 3.991
45 H 3.613 -0.737 1.906
46 H 3.722 -0.517 0.137
47 H 2.819 -2.738 2.901
48 H 2.563 -5.171 2.658
49 H 2.430 -6.189 0.415
50 H 2.538 -4.749 -1.590
51 H 2.862 -2.321 -1.343
52 H 1.469 2.004 2.528
53 H 3.168 1.856 2.023
54 H 0.560 0.322 4.194
55 H 1.041 -1.073 6.157
56 H 3.373 -1.613 6.747
57 H 5.221 -0.737 5.357
58 H 4.741 0.655 3.397
59 C 2.961 3.392 -3.288
60 C 2.554 2.453 -2.146
61 C 3.189 2.924 -0.842
62 C 2.952 1.006 -2.462
63 O 1.141 2.454 -2.055
64 Si -0.056 3.001 -1.128
65 S -0.623 1.682 0.465
66 O 0.381 4.383 -0.403
67 C -0.351 5.344 0.359
68 C -1.632 4.765 0.953
69 C 0.582 5.805 1.481
70 C -0.700 6.500 -0.578
71 O -1.386 3.105 -2.018
72 C -1.729 3.352 -3.381
73 C -0.982 4.577 -3.907
74 C -3.239 3.590 -3.391
75 C -1.380 2.128 -4.222
76 H 4.035 3.323 -3.444
77 H 2.699 4.417 -3.033
78 H 2.449 3.118 -4.208
79 H 4.270 2.963 -0.942
80 H 2.920 2.237 -0.044
81 H 2.808 3.910 -0.591
82 H 4.027 0.863 -2.383
83 H 2.634 0.751 -3.471
84 H 2.440 0.349 -1.760
85 H -1.393 3.970 1.653
86 H -2.251 4.346 0.167
87 H -2.180 5.543 1.477
88 H 0.882 4.949 2.080
89 H 0.080 6.524 2.121
90 H 1.475 6.262 1.063
91 H -1.372 6.135 -1.349
92 H 0.199 6.886 -1.051
93 H -1.190 7.299 -0.030
94 H -1.230 5.453 -3.316
95 H -1.263 4.763 -4.939
96 H 0.088 4.407 -3.849
97 H -3.480 4.496 -2.842
98 H -3.727 2.744 -2.912
99 H -3.598 3.693 -4.411
100 H -0.324 1.901 -4.104
101 H -1.595 2.325 -5.268
102 H -1.976 1.285 -3.878
103 C 0.815 -1.689 -3.459
104 S -0.093 -2.887 -2.434
105 O 0.731 -0.771 -0.425
106 C -1.702 -2.906 -3.211
107 C -2.096 -1.952 -4.141
108 C -3.380 -1.986 -4.656
109 C -4.276 -2.955 -4.244
110 C -3.877 -3.910 -3.323
111 C -2.593 -3.895 -2.811
112 H 0.556 -0.682 -3.147
113 H 0.593 -1.856 -4.508
114 H 1.867 -1.880 -3.281
115 H -1.427 -1.169 -4.455
116 H -3.669 -1.231 -5.372
117 H -5.276 -2.965 -4.646
118 H -4.568 -4.676 -3.003
119 H -2.281 -4.648 -2.101

Calculated values
⟨S²⟩	2.020
multiplicity	3
LUMO energy (spin up / spin down)	-0.58 / -1.02	eV
DFT total energy	-6650.18340	a.u.
net charge	0
HOMO (spin up / spin down)	-0.226 / -0.262	Eh
Kohn-Sham gap (spin up / spin down)	5.6 / 6.1	eV

Atomic partial charges in e from the Mulliken method, atoms 1 to 99: -1.27, 0.03, -0.87, 0.46, -0.97, -0.77, -0.55, -0.14, 0.90, 0.22, 0.25, 0.49, 0.47, 0.47, 0.49, 0.19, -0.77, -0.19, -0.59, -0.72, 0.39, 1.88, -0.17, -1.02, 0.54, -0.61, -0.06, 0.56, 0.55, 0.36, -0.74, -0.82, 0.35, -0.85, -0.53, -1.09, 0.58, -1.77, 0.41, -0.28, -0.54, -0.56, -0.80, -0.21, 0.63, 0.67, 0.19, 0.48, 0.46, 0.33, 0.60, 0.41, 0.70, 0.28, 0.42, 0.39, 0.41, 0.44, -2.19, 2.23, -2.03, -1.43, 1.01, -2.12, -1.08, 0.62, 1.97, -1.57, -1.69, -1.61, 0.67, 1.76, -1.43, -1.74, -1.15, 0.49, 0.41, 0.28, 0.55, 0.66, 0.24, 0.44, 0.43, 0.08, 0.24, 0.23, 0.61, 0.19, 0.44, 0.35, 0.16, 0.30, 0.51, 0.29, 0.52, 0.08, 0.36, 0.22, 0.42

---

Record 2
10 unconnected molecules or ions with the total composition C45H60N10O15 in a non-equilibrium geometry. Source: the Open Molecules 2025 dataset; level of theory: the ωB97M-V functional and the def2-TZVPD basis.

Cartesian coordinates (Å):
1 O -5.106 5.100 7.135
2 N -5.392 3.901 7.283
3 O -5.991 3.424 8.183
4 C -5.245 3.097 6.045
5 C -4.410 3.700 4.741
6 C -4.168 2.881 3.507
7 C -4.716 1.367 3.543
8 C -5.469 0.869 4.696
9 C -5.725 1.666 5.975
10 H -3.889 4.575 4.706
11 H -3.629 3.250 2.783
12 H -4.659 0.826 2.675
13 H -5.789 -0.219 4.569
14 H -5.969 1.073 6.941
15 O 1.570 3.623 2.422
16 N 2.004 3.666 1.261
17 O 2.930 2.838 0.710
18 C 1.212 4.432 0.188
19 C -0.304 4.743 0.524
20 C -1.115 5.592 -0.402
21 C -0.439 6.161 -1.584
22 C 0.978 6.030 -1.926
23 C 1.903 5.212 -0.996
24 H -0.694 4.285 1.361
25 H -2.293 5.535 -0.262
26 H -0.892 6.833 -1.933
27 H 1.502 6.374 -2.741
28 H 2.911 5.188 -1.014
29 O -2.798 -0.337 -0.270
30 N -1.891 0.281 0.423
31 O -2.187 1.111 1.203
32 C -0.521 -0.084 0.289
33 C 0.009 -0.930 -1.010
34 C 1.406 -1.624 -0.919
35 C 2.326 -1.305 0.310
36 C 1.919 -0.496 1.378
37 C 0.575 0.237 1.437
38 H -0.674 -1.202 -1.672
39 H 1.679 -2.243 -1.721
40 H 3.170 -1.732 0.246
41 H 2.864 -0.350 2.125
42 H 0.349 0.921 2.150
43 O -3.345 3.062 -4.981
44 N -2.526 3.426 -3.975
45 O -2.598 4.518 -3.397
46 C -1.398 2.527 -3.766
47 C -1.152 1.447 -4.800
48 C -0.011 0.474 -4.682
49 C 1.052 0.806 -3.605
50 C 1.032 1.957 -2.746
51 C -0.277 2.833 -2.861
52 H -1.789 1.062 -5.603
53 H 0.011 -0.384 -5.256
54 H 1.886 0.193 -3.432
55 H 1.878 2.065 -2.073
56 H -0.417 3.758 -2.255
57 O -0.237 -2.250 5.066
58 N -1.535 -2.271 5.344
59 O -2.080 -1.990 6.393
60 C -2.392 -2.289 4.159
61 C -1.842 -2.684 2.791
62 C -2.859 -2.681 1.596
63 C -4.426 -2.707 1.834
64 C -4.846 -2.486 3.146
65 C -3.900 -2.158 4.284
66 H -0.891 -2.769 2.576
67 H -2.487 -2.958 0.511
68 H -5.078 -2.876 1.160
69 H -5.951 -2.601 3.220
70 H -4.236 -2.029 5.388
71 C 6.800 1.819 0.657
72 N 6.557 0.404 0.905
73 C 5.921 0.149 2.244
74 C 6.806 -0.480 0.018
75 O 6.395 -1.652 0.036
76 H 6.763 2.024 -0.473
77 H 7.761 2.288 0.866
78 H 6.148 2.390 1.299
79 H 6.544 -0.217 3.041
80 H 5.225 -0.643 2.223
81 H 5.168 1.019 2.595
82 H 7.498 0.151 -0.723
83 C 5.070 -3.485 -2.708
84 N 4.955 -2.483 -3.763
85 C 3.987 -2.896 -4.860
86 C 5.364 -1.290 -3.475
87 O 5.374 -0.384 -4.353
88 H 4.587 -3.218 -1.741
89 H 6.043 -3.892 -2.352
90 H 4.450 -4.337 -2.788
91 H 4.319 -2.411 -5.698
92 H 2.907 -2.505 -4.740
93 H 3.571 -3.945 -4.983
94 H 5.766 -1.287 -2.375
95 C 0.568 -5.957 -5.035
96 N 0.211 -4.772 -4.248
97 C 0.539 -4.959 -2.778
98 C -0.210 -3.616 -4.910
99 O -0.492 -2.662 -4.237
100 H -0.298 -6.520 -5.225
101 H 1.321 -6.592 -4.426
102 H 1.270 -5.594 -5.930
103 H -0.162 -5.841 -2.475
104 H 0.447 -4.069 -2.112
105 H 1.510 -5.315 -2.723
106 H -0.377 -3.776 -6.103
107 C 1.353 0.856 5.418
108 N 2.887 0.885 5.299
109 C 3.581 -0.437 5.260
110 C 3.506 2.116 4.961
111 O 4.627 2.140 4.652
112 H 1.187 0.009 6.063
113 H 0.829 0.947 4.601
114 H 1.121 1.566 6.109
115 H 4.639 -0.355 5.091
116 H 3.001 -1.158 4.566
117 H 3.423 -0.852 6.249
118 H 2.815 2.975 5.051
119 C -5.896 -2.599 -4.296
120 N -5.686 -1.132 -4.207
121 C -4.527 -0.766 -3.248
122 C -6.408 -0.294 -4.795
123 O -6.128 0.955 -4.844
124 H -6.079 -3.137 -3.207
125 H -5.106 -2.945 -4.764
126 H -6.743 -2.978 -4.578
127 H -3.726 -1.374 -3.164
128 H -4.742 -0.571 -2.226
129 H -3.972 0.020 -3.623
130 H -7.195 -0.639 -5.425

Calculated values
LUMO energy	-1.66	eV
DFT total energy	-3425.38681	a.u.
net charge	0
HOMO	-0.330	Eh
Kohn-Sham gap	7.3	eV

Atomic partial charges in e from the Mulliken method, atoms 1 to 99: -0.56, 0.91, -0.56, 0.15, -0.47, -1.00, -0.69, -0.09, -0.34, 0.43, 1.00, 0.65, 0.26, 0.27, -0.48, 0.84, -0.44, 0.24, -0.51, -0.27, -1.09, -0.54, -0.72, 0.65, 0.28, 0.99, 0.49, 0.60, -0.42, 1.04, -0.54, 0.09, -1.47, -0.87, -1.05, 0.33, -0.97, 1.33, 0.84, 0.89, -0.38, 1.17, -0.50, 0.88, -0.57, -0.08, -0.51, -0.59, -0.78, -0.54, 0.54, 0.34, 0.57, 0.79, 0.48, -0.14, -0.53, 0.90, -0.56, 0.25, -0.97, -0.14, -0.78, -0.34, -0.39, 0.79, 0.24, 0.83, 0.28, 0.41, -0.82, 0.28, -0.87, 0.13, -0.64, 0.33, 0.31, 0.24, 0.34, 0.30, 0.17, 0.24, -0.83, 0.12, -0.76, 0.68, -0.69, 0.13, 0.35, 0.33, 0.47, 0.07, 0.30, -0.13, -1.09, 0.24, -0.75, 0.00, -0.37